The following is a DFT calculation (ωB97M-V/def2-TZVPD) of a molecular structure, C20H37N7OPReSbSe4.

HOMO-LUMO gap (spin up / spin down) = 5.8 / 5.8 eV
E_HOMO (spin up / spin down) = -0.236 / -0.239 hartree
energy relative to the best compared isomer or geometry (same formula, charge and spin) = 0.231 eV
multiplicity = 2

XYZ file:
```
72
Properties=species:S:1:pos:R:3:lowdin_charge:R:1
Re -1.957 -1.437 0.816 0.662
Se -1.644 -5.775 4.076 -0.178
Sb -0.686 -3.813 3.153 -0.242
Se -0.991 -3.633 0.576 0.054
Se -2.375 -1.807 3.118 0.047
Se 1.515 -3.032 3.680 -0.111
C -5.525 -3.201 -1.957 0.024
N -4.214 -2.625 -2.261 -0.024
C -3.619 -2.740 -3.481 -0.018
C -2.351 -2.326 -3.702 0.024
C -1.635 -1.762 -2.602 -0.359
N -2.259 -1.587 -1.445 0.016
C -3.494 -2.076 -1.244 -0.551
O -3.902 -2.031 -0.064 -0.112
N -0.358 -1.390 -2.681 0.214
H -6.023 -3.437 -2.893 0.094
H -6.112 -2.478 -1.396 0.103
H -5.403 -4.099 -1.355 0.112
H -4.221 -3.198 -4.253 0.138
H -1.895 -2.444 -4.673 0.116
H 0.181 -1.597 -3.503 0.115
H 0.136 -1.111 -1.837 0.073
N -0.606 -0.246 0.707 -0.367
P 0.559 0.771 0.425 0.596
N 1.753 -0.002 -0.433 -0.208
C 2.341 -1.214 0.174 -0.210
C 2.758 -2.193 -0.909 -0.177
C 3.705 -1.526 -1.903 -0.193
C 3.095 -0.243 -2.465 -0.183
C 2.659 0.694 -1.344 -0.202
N 0.008 2.026 -0.487 -0.204
C 0.522 3.388 -0.365 -0.203
C -0.565 4.334 0.131 -0.178
C -1.795 4.257 -0.769 -0.200
C -2.275 2.814 -0.907 -0.181
C -1.144 1.909 -1.377 -0.211
N 1.182 1.411 1.791 -0.198
C 0.277 1.727 2.907 -0.199
C 0.527 0.783 4.073 -0.194
C 1.988 0.837 4.508 -0.199
C 2.910 0.548 3.326 -0.192
C 2.599 1.464 2.152 -0.193
H 1.620 -1.666 0.856 0.052
H 3.221 -0.936 0.769 0.117
H 1.865 -2.571 -1.417 0.093
H 3.231 -3.054 -0.435 0.123
H 3.965 -2.210 -2.714 0.109
H 4.641 -1.276 -1.392 0.117
H 2.224 -0.482 -3.085 0.092
H 3.809 0.276 -3.109 0.113
H 2.151 1.570 -1.748 0.106
H 3.554 1.043 -0.810 0.117
H 0.877 3.719 -1.350 0.120
H 1.376 3.389 0.311 0.108
H -0.174 5.353 0.165 0.114
H -0.834 4.051 1.154 0.109
H -1.539 4.647 -1.761 0.113
H -2.594 4.890 -0.378 0.110
H -3.110 2.751 -1.609 0.112
H -2.630 2.445 0.061 0.115
H -0.838 2.185 -2.395 0.124
H -1.473 0.874 -1.393 0.065
H -0.754 1.653 2.559 0.100
H 0.460 2.768 3.206 0.121
H 0.278 -0.235 3.761 0.042
H -0.137 1.044 4.900 0.118
H 2.165 0.107 5.298 0.108
H 2.216 1.829 4.920 0.112
H 2.765 -0.491 3.019 0.041
H 3.958 0.672 3.610 0.117
H 3.203 1.210 1.282 0.088
H 2.835 2.504 2.415 0.123
```